# 1
{"formula": "C3H12N2O2", "method": "ωB97M-V with the def2-TZVPD basis set", "elements": ["N", "C", "C", "O", "C", "N", "H", "H", "H", "H", "H", "H", "H", "H", "H", "H", "H", "H", "O"], "coordinates": [[-0.97606, 1.95739, 1.05706], [-0.21688, 1.23691, 0.14900], [-0.55163, -0.38751, 0.38343], [0.58812, -1.12806, 0.32155], [-0.47611, 1.58467, -1.31302], [0.53704, 2.45743, -1.83555], [-1.55728, 2.76063, 0.80251], [-0.56798, 2.05465, 1.97633], [0.85499, 1.28994, 0.40145], [-0.99027, -0.53454, 1.36165], [-1.30098, -0.64182, -0.36733], [0.84023, -1.42254, -0.57561], [-0.51523, 0.68900, -1.92081], [-1.49770, 1.98757, -1.35333], [1.10678, 2.90564, -1.13561], [1.10248, 2.03535, -2.56737], [0.30502, -5.47436, 1.53771], [1.61252, -4.73970, 1.58349], [0.81339, -4.81593, 1.04920]], "forces_ev_per_angstrom": [[0.5942, 0.9479, -0.0082], [-0.1467, 0.2954, 0.0262], [-0.0447, -1.0185, -0.3442], [0.3239, -0.0917, -0.4408], [-0.2573, -0.0770, 0.0294], [0.0042, -0.3665, 0.0094], [-0.0556, -0.6954, -0.1909], [-0.1689, -0.0480, 0.2194], [-0.1693, -0.3170, 0.1576], [0.1380, 0.4018, 0.2891], [0.0237, 0.1209, -0.1211], [-0.3467, 0.2065, 0.4751], [0.0486, -0.1997, -0.0959], [0.0799, 0.2493, -0.1305], [0.0702, 0.2868, -0.1074], [-0.0876, 0.2604, 0.2491], [-0.1093, 0.0193, -0.1955], [0.0438, 0.0836, -0.1559], [0.0594, -0.0580, 0.3350]], "lowdin_spin": [0.370, 0.139, 0.146, 0.104, 0.017, 0.153, 0.012, 0.009, 0.024, 0.006, 0.009, 0.001, 0.003, 0.004, 0.001, 0.002, 0.000, 0.000, 0.000], "spin_multiplicity": 2, "charge": 1, "lumo_energy_ev": [-2.8862, -7.8758], "de_lowest_kj_mol": 162.51, "gap_ha": [0.4038, 0.2129], "e_tot_ev": -10371.64184}

---

# 2
{"formula": "C9H14FN2O", "method": "ωB97M-V with the def2-TZVPD basis set", "elements": ["C", "C", "C", "C", "C", "C", "C", "C", "C", "N", "N", "O", "F", "H", "H", "H", "H", "H", "H", "H", "H", "H", "H", "H", "H", "H", "H"], "coordinates": [[0.94545, -0.23393, 1.74491], [-0.70969, -0.76808, 3.20051], [-1.43581, -0.04156, 1.03712], [0.18066, -0.49392, 0.57423], [0.01125, -2.05593, 0.44668], [0.28515, 0.90867, -3.10585], [0.57410, 1.89030, -0.41864], [0.03380, -0.10801, -1.93734], [0.61813, 0.40407, -0.65716], [0.52608, -0.65770, 2.86868], [-1.68236, -0.31239, 2.35428], [-2.24749, 0.39271, 0.34084], [2.01667, 0.13988, -0.63664], [1.98634, 0.37561, 1.63216], [-0.86832, -1.19667, 4.24292], [-0.80570, -2.47344, -0.07070], [0.02436, -2.58879, 1.35551], [0.78699, -2.33684, -0.22010], [-0.02014, 1.95186, -2.86620], [1.35867, 1.19235, -3.43645], [-0.15993, 0.52318, -4.06723], [0.78130, 2.47644, -1.25086], [1.25346, 2.30851, 0.37494], [-0.38560, 2.18712, -0.24645], [0.37426, -1.06521, -2.43056], [-0.93212, -0.36532, -1.67668], [-2.50949, -0.05291, 2.84806]], "forces_ev_per_angstrom": [[4.1981, 2.6695, -0.9062], [1.3947, -1.5163, 1.9646], [1.9225, -1.8221, 3.8265], [-1.7565, -1.0031, -1.3243], [0.1087, 1.6567, -1.0703], [0.2843, 1.0719, -1.2613], [1.3892, -0.3592, 1.6384], [2.5628, 0.6348, -2.5910], [2.1914, -1.1419, 0.5515], [0.5087, 0.4098, 2.5326], [0.6107, -0.0530, -0.0024], [-2.3414, 1.8586, -3.2683], [-0.1253, -0.4910, -0.2652], [-2.5931, -1.8292, 0.5036], [-0.7394, 0.6263, -1.7323], [-1.6592, 0.3087, -0.8538], [0.5710, -0.2000, 1.2306], [1.4402, -0.4115, -0.2862], [-0.8023, -0.9633, -0.4574], [-1.1330, -1.4722, 1.1480], [0.0707, 0.6327, 1.1309], [0.9629, 0.4408, -1.7500], [-0.7175, -1.0151, -0.4813], [-2.9004, 0.8344, 1.0419], [0.5204, 0.5896, 1.5889], [-2.7567, 0.2289, -0.3054], [-1.2118, 0.3151, -0.6022]], "lowdin_spin": [0.325, 0.284, 0.210, 0.215, 0.071, 0.002, 0.003, 0.005, 0.018, 0.172, 0.096, 0.509, 0.032, 0.010, 0.016, 0.005, 0.004, 0.018, 0.000, 0.000, 0.000, 0.000, 0.002, 0.000, 0.000, 0.001, 0.002], "spin_multiplicity": 3, "charge": 1, "lumo_energy_ev": [-3.4827, -9.0171], "gap_ha": [0.3133, 0.2005], "e_tot_ev": -17292.59318}

---

# 3
{"formula": "C21H43LaN2OP3", "method": "ωB97M-V with the def2-TZVPD basis set", "elements": ["La", "P", "P", "P", "H", "C", "C", "H", "C", "C", "C", "C", "C", "C", "C", "C", "C", "H", "H", "H", "H", "H", "H", "H", "H", "H", "H", "H", "H", "H", "H", "H", "H", "H", "H", "H", "H", "H", "H", "H", "H", "H", "H", "H", "H", "H", "C", "C", "C", "C", "C", "C", "O", "H", "H", "H", "H", "H", "H", "C", "C", "N", "C", "C", "N", "H", "H", "H", "H", "H", "H"], "coordinates": [[-1.15844, 1.08750, 0.06914], [-1.85932, -2.30012, 1.27377], [1.16775, -0.98292, 2.48657], [1.53114, -1.62472, -0.77043], [-1.36942, 5.53541, -3.51853], [-1.52087, 4.70479, -4.22607], [-2.34843, 3.67063, -4.05092], [-2.94225, 3.58252, -3.08932], [-3.51300, -2.04660, 2.02495], [-1.45278, -3.81835, 2.24616], [-2.38488, -3.18582, -0.26318], [2.84712, -0.23630, 2.58361], [0.68232, -0.62479, 4.23867], [1.68362, -2.73774, 2.88224], [0.98364, -1.67546, -2.49910], [1.51262, -3.40197, -0.42445], [3.33654, -1.40362, -0.81370], [-0.98117, 4.77781, -5.16780], [-2.52137, 2.98862, -4.90203], [-4.03877, -1.23188, 1.51970], [-3.39423, -1.80847, 3.08519], [-4.08313, -2.97601, 1.91827], [-1.18235, -3.54787, 3.27585], [-0.62377, -4.37843, 1.79236], [-2.32969, -4.48168, 2.28887], [-2.59927, -2.45283, -1.05413], [-3.29548, -3.76332, -0.04457], [-1.59074, -3.86605, -0.60385], [3.41584, -0.68373, 3.40917], [2.73309, 0.83770, 2.76804], [3.39791, -0.38370, 1.64911], [1.55436, -0.72218, 4.90466], [-0.09289, -1.33309, 4.56469], [0.29245, 0.39576, 4.30422], [2.72767, -2.73894, 3.21017], [1.59216, -3.39688, 2.01878], [1.06135, -3.13832, 3.68796], [1.65059, -2.44550, -2.91504], [1.09610, -0.72358, -3.02344], [-0.07505, -1.98080, -2.52791], [1.75170, -3.84865, -1.41375], [0.53879, -3.78477, -0.07633], [2.33555, -3.67876, 0.25968], [3.67213, -1.99113, -1.67225], [3.77231, -1.83368, 0.09849], [3.68337, -0.37247, -0.92074], [0.17591, 2.12816, -3.04483], [1.24503, 3.02405, -3.30479], [2.02884, 2.68343, -4.39598], [1.61474, 1.64404, -5.26845], [0.35176, 1.04439, -5.13983], [-0.45875, 1.40595, -4.07879], [-0.14149, 1.76265, -1.80163], [1.13505, -0.14717, -0.65850], [1.42574, 3.87447, -2.61575], [2.95440, 3.24900, -4.54952], [2.32528, 1.29314, -6.05252], [-0.02637, 0.25347, -5.82163], [-1.49721, 1.07433, -3.98501], [-0.34093, 3.53394, 1.12575], [-1.06447, 2.87153, 2.27252], [-1.44067, 1.58558, 2.33437], [-2.02357, 1.43847, 3.61584], [-2.04064, 2.63577, 4.24718], [-1.41436, 3.52893, 3.36072], [-0.05267, 4.55846, 1.41252], [0.61736, 3.01241, 0.87353], [-1.01487, 3.65281, 0.22475], [-2.33275, 0.46218, 3.91643], [-2.42254, 2.93882, 5.21828], [-1.26561, 4.51159, 3.53251]], "forces_ev_per_angstrom": [[0.6926, -1.7492, -2.2909], [-0.9196, -0.9170, -0.4419], [1.0334, -0.3619, 1.4274], [1.7726, 1.9985, -2.9559], [-0.1001, -0.6550, -0.2026], [-0.3491, -0.0975, -0.0446], [-0.4343, 0.8732, 0.5451], [0.5321, -0.0762, -1.3378], [0.1090, 0.3340, -0.0985], [0.6049, 0.1572, 0.2959], [0.0095, 0.3274, -0.0784], [-0.0176, 0.2641, -0.2039], [-0.4229, 0.3525, -0.1626], [-0.1918, -0.1491, -0.5605], [0.1577, -0.2598, 0.2230], [-0.7246, -0.9973, 1.2025], [0.0450, 0.1346, 0.2768], [-0.0594, 0.1452, 0.1342], [-0.0146, 0.2335, 0.8628], [-0.1676, -0.0758, 0.1616], [-0.1568, 0.0176, -0.0854], [-0.0062, 0.2592, 0.1035], [-0.0266, -0.1738, -0.2555], [-0.1863, 0.1656, 0.2277], [0.1697, 0.3222, -0.1549], [-0.0643, -0.3626, 0.0053], [0.3364, 0.0771, -0.2252], [-0.3188, 0.1933, -0.0110], [-0.1363, 0.2007, -0.2133], [0.2116, -0.0837, -0.0786], [0.0046, 0.1765, 0.2441], [-0.2876, -0.0400, -0.3042], [0.1474, 0.2857, -0.0641], [0.0853, -0.1632, 0.2222], [-0.2028, 0.0022, -0.0041], [0.0110, -0.0283, 0.3898], [0.1308, 0.0632, -0.2056], [-0.5853, 0.2565, -0.4543], [0.0423, -0.0186, 0.0891], [0.3605, -0.0977, -0.1922], [-0.2825, 0.5032, 0.4391], [0.5756, 0.0131, -0.1403], [-0.6193, 0.2627, -0.2375], [0.1262, 0.0094, 0.0636], [-0.0566, 0.1149, -0.2902], [-0.2144, -0.1341, -0.0724], [0.5297, 0.1833, -1.3340], [-0.6849, -0.9934, 0.7347], [-0.3223, 0.1321, -0.7679], [1.0559, -0.2091, -0.3180], [-0.0264, 0.0610, -0.7474], [0.9734, -0.2569, 0.6982], [-1.8988, 0.2345, 2.8855], [-0.2872, -1.9095, 1.0768], [0.3082, -0.9241, -0.3704], [-0.3769, -0.3584, -0.2543], [-0.8002, 0.4406, 0.6221], [0.4841, 0.9036, 0.1714], [0.5434, -0.3373, 0.2668], [-0.1001, 0.2087, -0.2669], [0.0921, 0.3374, -0.1963], [-0.0715, 1.0718, 2.0854], [0.2693, 0.2348, -0.9925], [0.3201, 0.2374, -0.3832], [-0.6383, -0.5056, 1.1804], [-0.1122, -0.3967, -0.2298], [-0.5892, 0.4001, -0.0350], [0.8225, 0.2062, 0.5561], [-0.3229, -0.1332, 0.3041], [0.1769, -0.0579, -0.3136], [0.0429, 0.1284, 0.0808]], "lowdin_charge": [2.003, 0.704, 0.720, 0.830, 0.065, -0.063, -0.109, 0.062, -0.292, -0.267, -0.293, -0.292, -0.277, -0.263, -0.208, -0.181, -0.204, 0.068, 0.068, 0.039, 0.045, 0.061, 0.042, 0.038, 0.075, 0.030, 0.063, 0.036, 0.061, 0.047, 0.009, 0.072, 0.046, 0.014, 0.062, -0.015, 0.045, 0.071, 0.050, 0.071, 0.099, 0.034, 0.072, 0.081, 0.059, 0.077, -0.444, -0.028, -0.063, -0.071, -0.084, -0.092, -0.458, 0.013, 0.130, 0.122, 0.124, 0.131, 0.112, -0.057, -0.459, -0.185, -0.087, 0.018, 0.159, 0.132, 0.098, 0.084, 0.108, 0.152, 0.191], "charge": 3, "lumo_energy_ev": [-10.4787, -10.4791], "de_lowest_kj_mol": 42.20, "gap_ha": [0.1588, 0.1587], "e_tot_ev": -56199.97347}